# 1
C14H17CuF6N4O5S2 as an isolated structure. Source: OMol25; level of theory: the ωB97M-V functional and the def2-TZVPD basis.

Energy relative to the best compared isomer or geometry (same formula, charge and spin): 0.497 eV
Spin multiplicity: 2
<S²>: 0.7532
Charge: -1

Geometry (Å):
Cu  0.443  -0.103  1.076
C  0.655  3.016  -5.081
C  1.189  2.263  -3.889
C  2.378  2.638  -3.279
C  2.842  1.972  -2.152
C  2.102  0.925  -1.627
C  0.914  0.521  -2.235
C  0.474  1.186  -3.363
S  2.634  0.196  -0.102
O  1.907  -1.099  0.010
O  4.065  0.101  -0.212
N  2.109  0.975  1.170
C  1.879  2.431  1.085
C  0.541  2.790  0.390
O  0.328  3.982  0.146
O  -0.223  1.785  0.147
H  1.369  3.764  -5.431
H  -0.272  3.532  -4.817
H  0.432  2.337  -5.908
H  2.946  3.473  -3.678
H  3.779  2.254  -1.683
H  0.342  -0.299  -1.815
H  -0.457  0.880  -3.832
H  2.683  2.959  0.570
H  1.813  2.823  2.096
N  -2.626  0.707  1.073
N  -2.834  0.223  2.366
C  -1.929  0.113  3.317
N  -2.381  -0.434  4.488
S  -0.339  0.707  3.224
H  -1.908  1.430  1.098
H  -2.205  -0.061  0.555
H  -3.702  -0.264  2.480
H  -3.121  -1.119  4.427
H  -1.638  -0.673  5.119
C  -0.253  -3.544  -0.209
C  -0.953  -2.813  0.945
O  -0.986  -1.453  0.859
C  -2.440  -3.266  0.950
F  -3.188  -2.629  1.883
F  -2.591  -4.596  1.166
F  -3.005  -2.989  -0.244
C  -0.293  -3.276  2.277
F  -1.006  -2.913  3.369
F  -0.131  -4.620  2.353
F  0.923  -2.724  2.396
H  -0.786  -3.318  -1.132
H  -0.239  -4.623  -0.052
H  0.760  -3.169  -0.295

---

# 2
A 3-piece molecular cluster, C24H44O13P2S overall in a non-equilibrium geometry. Source: OMol25; level of theory: the ωB97M-V functional and the def2-TZVPD basis.

Energy: -81613.2695 eV
SMILES: C=CC[C@@H]1OS(=O)(=O)O[C@H]1COc1ccccc1.CCOP(=O)(OCC)OCC.CCOP(=O)(OCC)OCC

Geometry (Å):
C  1.788  -1.681  3.203
C  3.029  -0.991  2.747
C  3.231  -0.370  1.211
C  2.542  1.144  1.054
O  2.994  1.798  2.327
S  1.755  2.926  2.792
O  0.815  2.516  3.958
O  2.203  4.402  2.946
O  0.705  2.717  1.421
C  0.912  1.273  1.172
C  -0.049  0.852  -0.088
O  -0.713  -0.411  0.272
C  -2.005  -0.196  0.941
C  -3.275  -1.151  0.435
C  -4.768  -1.014  1.170
C  -5.065  0.069  2.393
C  -3.810  0.999  2.892
C  -2.317  0.854  2.161
H  1.661  -1.820  4.375
H  0.930  -2.039  2.480
H  3.900  -0.832  3.516
H  4.408  -0.244  1.080
H  2.797  -1.082  0.378
H  3.112  1.797  0.264
H  0.529  0.668  2.106
H  -0.809  1.728  -0.344
H  0.628  0.733  -1.053
H  -3.146  -1.933  -0.439
H  -5.692  -1.685  0.855
H  -6.107  0.220  2.915
H  -3.970  1.764  3.775
H  -1.479  1.553  2.582
C  -3.257  5.510  -5.114
C  -2.361  6.069  -4.024
O  -2.993  6.062  -2.753
P  -3.464  4.615  -2.120
O  -2.013  4.187  -1.791
O  -3.768  5.085  -0.552
C  -3.296  4.253  0.504
C  -2.045  4.859  1.120
O  -5.086  5.093  -2.487
C  -5.723  6.253  -1.952
C  -5.318  7.565  -2.601
H  -3.410  4.435  -4.977
H  -2.809  5.669  -6.100
H  -4.244  5.980  -5.099
H  -1.419  5.514  -3.974
H  -2.118  7.110  -4.255
H  -3.107  3.236  0.145
H  -4.083  4.183  1.260
H  -1.326  5.188  0.365
H  -1.552  4.142  1.785
H  -2.309  5.750  1.707
H  -5.628  6.310  -0.865
H  -6.791  6.109  -2.146
H  -4.351  7.916  -2.225
H  -6.045  8.349  -2.364
H  -5.256  7.474  -3.687
C  1.357  -5.536  -1.975
C  1.597  -6.620  -0.942
O  2.927  -6.606  -0.447
P  3.462  -5.250  0.326
O  2.621  -5.537  1.594
O  4.853  -5.854  1.013
C  5.134  -5.521  2.369
C  4.804  -6.700  3.271
O  4.401  -4.930  -1.091
C  5.409  -5.803  -1.602
C  4.887  -7.008  -2.367
H  1.382  -4.545  -1.512
H  0.378  -5.667  -2.450
H  2.125  -5.548  -2.753
H  0.891  -6.528  -0.111
H  1.438  -7.600  -1.401
H  4.584  -4.624  2.672
H  6.199  -5.283  2.447
H  3.829  -7.139  3.041
H  4.814  -6.399  4.323
H  5.546  -7.498  3.131
H  6.118  -6.109  -0.830
H  5.986  -5.194  -2.306
H  4.542  -7.794  -1.688
H  5.685  -7.450  -2.973
H  4.065  -6.737  -3.031

---

# 3
C18H28AuBrN3NbO3 as an isolated structure in a non-equilibrium geometry. Source: OMol25; level of theory: the ωB97M-V functional and the def2-TZVPD basis.

Energy relative to the best compared isomer or geometry (same formula, charge and spin): 3.828 eV
Charge: +2

Geometry (Å):
N  1.708  -1.261  -0.322
C  4.762  -1.889  -0.863
O  5.456  -2.533  -1.560
Au  3.136  -2.298  -1.063
Nb  0.312  -0.272  0.215
N  -1.187  -1.235  1.347
N  -0.896  -0.018  -1.494
C  -1.882  -2.470  0.968
C  -0.548  -0.288  -2.878
C  -2.701  -3.062  2.119
C  -2.907  -2.120  -0.113
C  -0.862  -3.508  0.481
C  0.580  0.661  -3.290
C  -1.731  -0.094  -3.827
C  -0.081  -1.738  -3.023
H  -2.098  -3.319  2.993
H  -3.200  -3.982  1.783
H  -3.489  -2.362  2.420
H  -3.651  -1.430  0.312
H  -3.418  -3.030  -0.456
H  -2.459  -1.606  -0.971
H  -0.207  -3.156  -0.323
H  -1.353  -4.420  0.122
H  -0.183  -3.805  1.291
H  0.251  1.702  -3.197
H  0.873  0.471  -4.330
H  1.458  0.520  -2.648
H  -2.062  0.948  -3.874
H  -2.579  -0.719  -3.526
H  -1.431  -0.395  -4.839
H  0.194  -1.922  -4.072
H  -0.882  -2.437  -2.736
H  0.800  -1.948  -2.401
C  -1.660  -0.534  2.523
H  -1.025  0.305  2.839
H  -2.670  -0.107  2.393
H  -1.659  -1.195  3.395
C  -1.806  1.107  -1.303
H  -1.753  1.479  -0.270
H  -1.626  1.960  -1.978
H  -2.860  0.815  -1.428
Br  0.593  2.394  4.290
C  1.936  3.238  3.250
C  2.730  4.242  3.807
C  3.593  4.971  2.977
C  3.668  4.691  1.616
C  2.944  3.655  1.063
C  2.131  2.893  1.894
C  1.400  1.759  1.339
O  0.895  1.829  0.138
O  1.285  0.639  1.949
H  2.671  4.427  4.878
H  4.204  5.763  3.406
H  4.310  5.280  0.980
H  2.975  3.409  -0.002

---

# 4
A 2-piece molecular cluster, CH8NO overall in a non-equilibrium geometry. Source: OMol25; level of theory: the ωB97M-V functional and the def2-TZVPD basis.

Energy relative to the best compared isomer or geometry (same formula, charge and spin): 0.738 eV
Charge: +1

Geometry (Å):
N  -1.397  0.844  0.856
H  -1.653  0.434  1.758
H  -0.431  0.519  0.668
H  -1.589  1.867  0.937
H  -1.962  0.510  0.026
C  1.037  -0.994  -0.920
O  0.964  0.188  -0.118
H  1.107  -1.870  -0.308
H  1.865  -1.004  -1.606
H  0.212  -1.018  -1.533
H  1.846  0.524  0.240

---

# 5
C32H51N4O2P2Pb as an isolated structure in a non-equilibrium geometry. Source: OMol25; level of theory: the ωB97M-V functional and the def2-TZVPD basis.

Energy relative to the best compared isomer or geometry (same formula, charge and spin): 4.469 eV
Charge: +1

Geometry (Å):
C  2.547  -1.463  0.146
C  2.244  0.581  -1.007
C  3.806  -1.663  -0.430
C  3.474  0.471  -1.654
C  4.264  -0.664  -1.318
H  4.370  -2.584  -0.165
H  3.780  1.263  -2.379
H  5.243  -0.769  -1.789
N  1.927  -0.277  -0.014
P  -0.006  -2.688  0.818
P  0.294  2.483  0.079
C  1.841  -2.513  1.022
H  2.232  -3.529  0.846
H  1.995  -2.271  2.094
C  -2.607  -0.036  1.306
O  -3.649  0.142  1.766
C  1.166  1.599  -1.377
H  1.574  2.428  -1.978
C  -1.175  3.493  -0.549
C  1.502  3.319  1.212
C  -0.434  -3.423  -0.845
C  -0.710  -3.562  2.322
C  -2.526  2.740  -0.441
H  -2.931  2.750  0.584
H  -3.241  3.289  -1.075
H  -2.488  1.709  -0.823
C  -1.279  4.767  0.305
H  -1.591  4.519  1.333
H  -0.325  5.315  0.321
H  -2.057  5.393  -0.157
C  -0.885  3.823  -2.024
H  -1.420  4.753  -2.259
H  0.184  3.986  -2.231
H  -1.254  3.020  -2.677
C  0.768  3.817  2.500
H  -0.156  3.256  2.723
H  1.438  3.682  3.362
H  0.534  4.886  2.417
C  2.614  2.327  1.637
H  2.232  1.349  1.967
H  3.342  2.171  0.830
H  3.141  2.776  2.491
C  2.093  4.457  0.337
H  1.733  4.498  -0.710
H  1.888  5.421  0.819
H  3.183  4.323  0.285
C  -2.272  -3.530  2.241
H  -2.692  -3.548  3.261
H  -2.686  -2.631  1.737
H  -2.641  -4.424  1.719
C  -0.252  -2.877  3.631
H  0.813  -2.591  3.649
H  -0.857  -1.991  3.782
H  -0.498  -3.529  4.491
C  -0.110  -4.973  2.333
H  0.141  -5.207  3.378
H  -0.851  -5.696  1.971
H  0.833  -5.041  1.764
C  0.215  -2.594  -1.998
H  0.831  -3.258  -2.625
H  -0.557  -2.095  -2.600
H  0.882  -1.799  -1.650
C  -1.973  -3.398  -1.007
H  -2.398  -2.404  -0.784
H  -2.184  -3.603  -2.066
H  -2.470  -4.165  -0.394
C  0.134  -4.851  -0.876
H  1.226  -4.843  -0.722
H  -0.345  -5.510  -0.137
H  -0.074  -5.242  -1.882
Pb  -0.365  -0.038  0.609
N  -0.965  0.175  -1.659
C  -0.023  0.844  -2.151
C  -0.102  0.913  -3.640
C  -1.365  0.610  -4.169
C  1.003  1.199  -4.445
C  -1.559  0.642  -5.547
H  -2.175  0.347  -3.479
C  0.812  1.218  -5.828
H  1.968  1.375  -3.966
C  -0.459  0.950  -6.366
H  -2.550  0.436  -5.952
H  1.664  1.451  -6.467
H  -0.598  0.981  -7.446
N  -0.886  0.471  5.018
C  -1.680  -0.016  4.070
N  -2.800  -0.659  4.290
O  -1.262  0.036  2.846
H  -1.097  0.482  6.020
H  0.008  0.788  4.705
H  -3.273  -1.023  3.497
H  -3.183  -0.746  5.226

---

# 6
One molecule with the formula C5H10O2. Source: OMol25; level of theory: the ωB97M-V functional and the def2-TZVPD basis.

Energy relative to the best compared isomer or geometry (same formula, charge and spin): 2.693 eV
SMILES: COC[C@H]1C[C@H]1O

Geometry (Å):
C  0.011  -0.199  2.478
O  0.035  0.353  1.186
C  -0.784  -0.360  0.288
C  -0.653  0.184  -1.121
C  0.347  1.276  -1.439
C  0.607  -0.130  -1.880
O  1.599  -0.916  -1.293
H  -1.018  -0.305  2.853
H  0.562  0.478  3.133
H  0.488  -1.190  2.501
H  -0.491  -1.428  0.301
H  -1.833  -0.325  0.618
H  -1.584  0.179  -1.684
H  0.077  2.017  -2.187
H  0.932  1.654  -0.606
H  0.519  -0.362  -2.938
H  1.360  -1.075  -0.371

---

# 7
A 2-piece molecular cluster, C9H14 overall in a non-equilibrium geometry. Source: OMol25; level of theory: the ωB97M-V functional and the def2-TZVPD basis.

Energy relative to the best compared isomer or geometry (same formula, charge and spin): 0.413 eV
Spin multiplicity: 2
<S²>: 0.7684
Charge: +1

Geometry (Å):
C  -0.649  0.610  2.547
C  -0.402  -0.909  2.691
H  0.248  1.049  2.109
H  -1.386  0.798  1.757
H  -0.928  0.999  3.517
H  -0.035  -1.356  1.758
H  0.449  -0.973  3.364
H  -1.288  -1.479  2.950
C  2.012  -1.266  -1.505
C  -1.430  1.317  -1.436
C  -0.121  1.854  -1.588
C  -1.527  -0.053  -1.105
C  0.984  1.027  -1.611
C  -0.457  -0.885  -1.104
C  0.849  -0.353  -1.415
H  -2.323  1.916  -1.524
H  0.084  2.908  -1.723
H  -2.499  -0.392  -0.772
H  1.922  1.554  -1.708
H  -0.507  -1.880  -0.683
H  2.953  -0.804  -1.204
H  2.155  -1.611  -2.532
H  1.895  -2.073  -0.784

---

# 8
C4H6NaO3 as an isolated structure in a non-equilibrium geometry. Source: OMol25; level of theory: the ωB97M-V functional and the def2-TZVPD basis.

Energy relative to the best compared isomer or geometry (same formula, charge and spin): 0.000 eV
Charge: +1

Geometry (Å):
H  -1.312  1.018  2.858
O  0.268  0.482  0.943
C  0.669  -0.369  -0.080
O  -0.018  -0.659  -1.024
Na  -2.159  0.224  -1.220
O  1.883  -0.733  0.166
C  2.534  -1.548  -0.832
H  1.980  -2.486  -0.949
H  2.570  -0.999  -1.779
H  3.537  -1.729  -0.444
C  -0.987  0.891  0.931
C  -1.271  1.797  2.036
H  -0.578  2.635  2.187
H  -2.322  2.118  1.949